The following is a DFT calculation (wB97M-V/def2-TZVPD) of a gas-phase ion, C3H5N2O (charge +1).

Each line ends with the natural charge from an NBO analysis.
Element x y z (Å)
C 1.352 1.051 -0.142  0.224
C -0.943 0.157 0.402  -0.388
C -1.235 -1.085 -0.175  0.019
N 0.120 1.013 0.224  -0.382
N 2.068 -0.035 -0.244  0.175
O 2.481 -0.907 0.449  -0.106
H 1.849 1.838 -0.631  0.249
H -1.692 0.725 -0.281  0.392
H -1.411 0.326 1.333  0.342
H -0.364 -1.707 -0.516  0.232
H -2.226 -1.375 -0.420  0.242

Summary:
highest occupied orbital energy (alpha / beta) = -14.14 / -13.83 eV
charge = +1
Kohn-Sham gap (alpha / beta) = 7.2783 / 6.4668 eV
E_tot = -8204.686 eV
energy relative to the best compared isomer or geometry (same formula, charge and spin) = 196.2 kcal per mole